(1)
The following is a quantum chemistry calculation of a cluster of 12 separate species, C39H65NO19 in total, from the OMol25 dataset.

Its total charge is 0. As for the structure (SMILES): c1cc[nH]c1.O=C1CCCO1.O=C1CCCO1.O=C1CCCO1.O=C1CCCO1.O=C1CCCO1.O=C1CCCO1.O=C1CCCO1.O=C1CCCO1.CO.CO.CO. As for the energy relative to the best compared isomer or geometry (same formula, charge and spin): 0.0 kJ/mol.

Last column: Löwdin charge in e.
Geometry (Å):
C (-6.350, 17.179, 7.037)  -0.094
C (-5.594, 17.810, 8.054)  -0.121
C (-6.415, 18.706, 8.700)  -0.142
N (-7.651, 18.614, 8.116)  0.033
C (-7.631, 17.675, 7.121)  -0.145
H (-6.029, 16.393, 6.372)  0.086
H (-4.540, 17.663, 8.224)  0.091
H (-6.214, 19.329, 9.553)  0.106
H (-8.466, 19.146, 8.395)  0.118
H (-8.532, 17.558, 6.544)  0.078
O (-15.502, 13.195, 7.528)  0.131
C (-14.485, 13.073, 6.915)  -0.479
C (-13.642, 11.835, 6.719)  -0.060
C (-12.751, 12.197, 5.525)  -0.139
C (-12.702, 13.730, 5.596)  -0.151
O (-13.872, 14.128, 6.327)  0.024
H (-13.023, 11.667, 7.602)  0.113
H (-14.263, 10.953, 6.588)  0.128
H (-11.763, 11.745, 5.622)  0.095
H (-13.178, 11.828, 4.591)  0.116
H (-11.839, 14.005, 6.206)  0.103
H (-12.715, 14.228, 4.633)  0.121
O (-8.466, 14.405, 13.733)  0.129
C (-7.997, 15.023, 12.825)  -0.496
C (-6.629, 15.697, 12.776)  -0.067
C (-6.680, 16.547, 11.511)  -0.146
C (-7.776, 15.846, 10.695)  -0.141
O (-8.650, 15.234, 11.663)  -0.002
H (-6.495, 16.276, 13.686)  0.124
H (-5.880, 14.905, 12.737)  0.129
H (-6.989, 17.566, 11.739)  0.114
H (-5.774, 16.532, 10.911)  0.106
H (-8.371, 16.489, 10.052)  0.111
H (-7.341, 15.042, 10.095)  0.114
O (-10.769, 13.665, 9.234)  0.131
C (-10.170, 12.726, 8.804)  -0.460
C (-8.670, 12.551, 8.715)  -0.058
C (-8.546, 11.337, 7.783)  -0.143
C (-9.813, 10.562, 8.120)  -0.132
O (-10.779, 11.576, 8.466)  0.017
H (-8.117, 13.416, 8.368)  0.116
H (-8.350, 12.247, 9.715)  0.142
H (-8.545, 11.640, 6.732)  0.100
H (-7.631, 10.761, 7.919)  0.120
H (-10.198, 9.985, 7.285)  0.125
H (-9.653, 9.917, 8.984)  0.132
O (-12.082, 16.985, 4.783)  0.066
C (-13.067, 17.542, 4.360)  -0.453
C (-14.431, 17.573, 4.999)  -0.047
C (-15.116, 18.745, 4.303)  -0.124
C (-14.340, 18.867, 2.986)  -0.115
O (-13.055, 18.245, 3.232)  0.053
H (-14.928, 16.614, 4.845)  0.134
H (-14.373, 17.730, 6.074)  0.118
H (-16.174, 18.556, 4.125)  0.119
H (-15.024, 19.670, 4.867)  0.098
H (-14.807, 18.406, 2.117)  0.124
H (-14.124, 19.904, 2.731)  0.127
O (-6.052, 14.989, 3.336)  0.131
C (-7.170, 14.804, 3.701)  -0.484
C (-7.851, 13.477, 4.010)  -0.067
C (-9.151, 13.896, 4.683)  -0.148
C (-9.364, 15.348, 4.184)  -0.153
O (-8.095, 15.806, 3.730)  0.020
H (-8.052, 13.119, 2.995)  0.137
H (-7.167, 12.822, 4.538)  0.120
H (-9.951, 13.191, 4.465)  0.102
H (-9.032, 13.952, 5.769)  0.102
H (-10.101, 15.370, 3.384)  0.129
H (-9.710, 15.920, 5.040)  0.095
O (-17.986, 14.989, 10.164)  0.120
C (-16.818, 14.891, 10.397)  -0.476
C (-16.031, 13.678, 10.867)  -0.063
C (-14.588, 14.119, 10.635)  -0.135
C (-14.700, 15.603, 10.908)  -0.155
O (-15.981, 15.966, 10.366)  0.018
H (-16.266, 13.594, 11.932)  0.135
H (-16.291, 12.772, 10.329)  0.121
H (-13.862, 13.587, 11.246)  0.122
H (-14.349, 13.959, 9.584)  0.098
H (-14.688, 15.838, 11.975)  0.112
H (-13.897, 16.174, 10.443)  0.096
O (-14.154, 21.278, 6.614)  0.100
C (-14.161, 20.565, 7.581)  -0.492
C (-15.044, 20.658, 8.801)  -0.059
C (-14.659, 19.458, 9.679)  -0.121
C (-13.474, 18.804, 8.923)  -0.148
O (-13.312, 19.525, 7.695)  0.007
H (-14.831, 21.592, 9.324)  0.127
H (-16.100, 20.679, 8.543)  0.126
H (-14.380, 19.740, 10.691)  0.105
H (-15.474, 18.738, 9.730)  0.106
H (-12.537, 18.862, 9.475)  0.119
H (-13.693, 17.760, 8.716)  0.102
O (-13.509, 14.651, 14.194)  0.117
C (-12.875, 15.558, 13.739)  -0.509
C (-13.092, 17.042, 13.982)  -0.074
C (-12.374, 17.687, 12.812)  -0.140
C (-11.342, 16.618, 12.409)  -0.151
O (-11.862, 15.368, 12.865)  0.036
H (-14.166, 17.213, 14.001)  0.124
H (-12.688, 17.267, 14.970)  0.131
H (-13.061, 17.824, 11.974)  0.089
H (-11.913, 18.647, 13.035)  0.116
H (-11.149, 16.593, 11.341)  0.106
H (-10.399, 16.829, 12.923)  0.119
C (-10.418, 21.616, 7.852)  -0.127
O (-10.304, 20.200, 7.971)  -0.162
H (-9.694, 22.001, 7.132)  0.083
H (-11.426, 21.903, 7.540)  0.070
H (-10.230, 22.059, 8.829)  0.076
H (-10.105, 19.876, 7.077)  0.027
C (-11.105, 16.572, 7.932)  -0.126
O (-11.951, 16.165, 9.000)  -0.145
H (-11.206, 17.638, 7.733)  0.064
H (-10.054, 16.374, 8.180)  0.070
H (-11.355, 16.008, 7.028)  0.057
H (-11.601, 15.303, 9.256)  0.027
C (-9.402, 18.954, 4.400)  -0.119
O (-10.271, 18.924, 5.523)  -0.150
H (-8.484, 18.380, 4.578)  0.060
H (-9.881, 18.505, 3.529)  0.087
H (-9.056, 19.969, 4.210)  0.087
H (-10.856, 18.159, 5.419)  0.028

***

(2)
The following is a quantum chemistry calculation of an isolated molecule of C3H6FN3, from the OMol25 dataset.

Its total charge is 0. As for the energy relative to the best compared isomer or geometry (same formula, charge and spin): 408.4 kJ/mol.

Last column: natural (NBO) charge in e.
Geometry (Å):
C (-1.572, -0.659, 0.382)  0.656
C (0.322, 0.619, -0.421)  -0.220
C (1.149, -0.252, 0.559)  -0.306
N (-2.594, -1.239, 0.693)  -0.700
N (-1.031, 0.091, -0.523)  -0.641
N (0.428, -0.662, 1.710)  -0.126
F (0.154, 0.491, 2.490)  -0.316
H (0.282, 1.656, -0.067)  0.199
H (0.789, 0.606, -1.413)  0.203
H (1.454, -1.183, 0.074)  0.216
H (2.048, 0.328, 0.818)  0.203
H (-2.732, -1.793, 1.516)  0.415
H (-1.610, 0.515, -1.238)  0.419

***

(3)
The following is a quantum chemistry calculation of a structure of composition C8H24Fe2N2O14, from the OMol25 dataset.

Its total charge is +3. The expectation value of S² is 24.77. The spin multiplicity is 10. The total energy comes out at -4008.02191 hartree.

Last column: natural (NBO) charge in e.
Geometry (Å):
Fe (-24.959, 2.655, 11.806)  1.728
Fe (-23.291, 4.334, 7.223)  1.735
N (-26.068, 3.794, 8.849)  0.758
O (-27.175, 4.191, 8.510)  -0.310
O (-25.793, 3.528, 9.992)  -0.630
O (-25.207, 3.826, 8.000)  -0.638
N (-22.117, 3.516, 10.299)  0.779
O (-22.919, 3.147, 11.185)  -0.588
O (-22.516, 3.732, 9.157)  -0.592
O (-20.982, 3.861, 10.567)  -0.473
C (-21.289, 6.481, 6.931)  -0.119
C (-22.236, 6.694, 8.093)  -0.141
O (-23.584, 6.241, 8.161)  -0.783
O (-21.261, 4.990, 6.699)  -0.815
H (-20.261, 6.794, 7.116)  0.239
H (-21.601, 7.119, 6.104)  0.239
H (-22.365, 7.754, 8.313)  0.239
H (-21.857, 6.283, 9.029)  0.178
H (-24.022, 6.642, 8.915)  0.541
H (-20.531, 4.913, 6.080)  0.541
C (-18.157, 5.935, 11.699)  -0.109
C (-19.312, 6.702, 11.075)  -0.097
O (-20.609, 6.283, 11.627)  -0.466
O (-16.945, 6.229, 10.908)  -0.407
H (-18.402, 4.884, 11.547)  0.224
H (-17.983, 6.196, 12.743)  0.313
H (-19.316, 6.375, 10.035)  0.240
H (-19.239, 7.784, 11.190)  0.253
H (-20.738, 5.383, 11.319)  0.493
H (-16.424, 5.437, 11.059)  0.512
C (-18.851, 1.589, 11.316)  -0.079
C (-19.817, 0.884, 12.292)  -0.088
O (-20.536, -0.110, 11.598)  -0.735
O (-17.980, 0.669, 10.673)  -0.709
H (-18.303, 2.386, 11.818)  0.144
H (-19.470, 1.941, 10.491)  0.158
H (-20.472, 1.659, 12.689)  0.155
H (-19.299, 0.450, 13.148)  0.194
H (-20.033, -0.920, 11.705)  0.498
H (-17.842, 0.946, 9.764)  0.476
C (-23.825, 0.393, 13.131)  -0.155
C (-24.830, -0.172, 12.142)  -0.117
O (-24.956, 0.728, 11.022)  -0.816
O (-24.080, 1.760, 13.497)  -0.813
H (-22.850, 0.372, 12.643)  0.226
H (-23.500, -0.288, 13.917)  0.261
H (-25.799, -0.216, 12.640)  0.207
H (-24.629, -1.177, 11.771)  0.252
H (-25.058, 0.230, 10.209)  0.546
H (-23.760, 1.944, 14.383)  0.553

***

Which value of total charge does entry 2 give?
0

***

What is the total charge in the first record?
0

***

total charge of number 3 (C8H24Fe2N2O14)?
+3